[1]
{"formula": "C49H38BrF6OP3PbS", "method": "ωB97M-V with the def2-TZVPD basis set", "total_charge": 1, "homo_ev": [-10.091, -10.088], "s_squared": 0.787, "homo_lumo_gap_ev": [7.0, 4.7], "multiplicity": 2, "e_above_lowest_kcal_mol": 0.0, "species": ["Pb", "C", "C", "C", "C", "C", "C", "C", "C", "P", "C", "C", "C", "C", "C", "C", "C", "C", "C", "C", "C", "C", "C", "O", "C", "C", "C", "C", "C", "C", "P", "C", "C", "C", "C", "C", "C", "C", "C", "C", "C", "C", "C", "H", "H", "H", "H", "H", "H", "H", "H", "H", "H", "H", "H", "H", "H", "H", "H", "H", "H", "H", "H", "H", "H", "H", "H", "H", "H", "H", "H", "H", "H", "H", "H", "Br", "C", "C", "C", "C", "C", "C", "C", "C", "C", "C", "H", "H", "H", "H", "H", "H", "F", "P", "F", "F", "F", "F", "F", "S"], "coordinates": [[-0.80, -0.54, -0.99], [3.57, -0.20, 5.38], [2.86, -1.16, 4.44], [3.12, -2.59, 4.97], [1.33, -0.86, 4.47], [0.61, -0.94, 5.66], [-0.74, -0.72, 5.66], [-1.44, -0.46, 4.50], [-0.77, -0.48, 3.28], [-1.73, -0.44, 1.79], [-2.78, 1.02, 2.06], [-2.13, 2.24, 2.39], [-2.89, 3.38, 2.61], [-4.28, 3.32, 2.58], [-4.90, 2.13, 2.23], [-4.17, 0.99, 1.92], [-2.28, -2.18, 1.72], [-3.60, -2.53, 1.96], [-4.00, -3.85, 1.76], [-3.10, -4.82, 1.35], [-1.75, -4.45, 1.14], [-1.33, -3.14, 1.34], [0.63, -0.63, 3.29], [1.26, -0.58, 2.06], [2.65, -0.71, 1.94], [3.22, -0.50, 0.68], [4.59, -0.67, 0.50], [5.40, -1.04, 1.56], [4.85, -1.23, 2.81], [3.46, -1.04, 3.03], [2.22, 0.01, -0.71], [2.36, 1.83, -0.72], [1.97, 2.51, 0.45], [2.13, 3.89, 0.51], [2.61, 4.61, -0.60], [2.92, 3.94, -1.75], [2.73, 2.55, -1.87], [2.81, -1.05, -2.02], [2.30, -2.36, -2.16], [2.70, -3.12, -3.24], [3.66, -2.66, -4.14], [4.17, -1.39, -3.97], [3.75, -0.58, -2.91], [3.15, -0.29, 6.39], [3.46, 0.84, 5.04], [4.62, -0.42, 5.44], [2.68, -2.74, 5.95], [4.18, -2.75, 5.08], [2.71, -3.33, 4.29], [1.13, -1.18, 6.59], [-1.31, -0.74, 6.59], [-2.52, -0.25, 4.49], [-1.05, 2.26, 2.47], [-2.37, 4.31, 2.87], [-4.87, 4.21, 2.79], [-5.99, 2.05, 2.20], [-4.66, 0.07, 1.57], [-4.29, -1.78, 2.38], [-5.05, -4.08, 1.91], [-3.44, -5.84, 1.19], [-1.01, -5.21, 0.86], [-0.26, -2.87, 1.25], [5.02, -0.54, -0.49], [6.47, -1.22, 1.37], [5.50, -1.56, 3.63], [1.54, 1.97, 1.29], [1.81, 4.43, 1.40], [2.73, 5.69, -0.55], [3.30, 4.45, -2.66], [2.77, 2.04, -2.83], [1.61, -2.77, -1.42], [2.25, -4.11, -3.40], [3.92, -3.27, -5.00], [4.96, -1.00, -4.63], [4.18, 0.43, -2.80], [-1.81, 2.20, -1.19], [-2.85, 2.38, -2.82], [-2.81, 3.65, -3.36], [-3.18, 3.88, -4.70], [-3.68, 2.85, -5.47], [-3.79, 1.54, -4.90], [-4.16, 0.48, -5.78], [-4.31, -0.80, -5.26], [-4.10, -1.05, -3.90], [-3.67, -0.06, -2.99], [-3.46, 1.29, -3.51], [-2.41, 4.46, -2.75], [-3.02, 4.87, -5.13], [-4.03, 2.99, -6.49], [-4.31, 0.67, -6.83], [-4.60, -1.64, -5.91], [-4.20, -2.07, -3.50], [-0.97, -0.41, -3.85], [0.22, 0.40, -4.67], [1.50, 1.20, -5.28], [0.89, 0.62, -3.16], [-0.58, 1.80, -4.46], [-0.53, 0.18, -6.08], [1.01, -1.01, -4.86], [-3.52, -0.68, -1.38]]}



[2]
{"formula": "C31H31Br2CaN9", "method": "ωB97M-V with the def2-TZVPD basis set", "total_charge": 0, "homo_ev": -7.407, "homo_lumo_gap_ev": 7.8, "e_above_lowest_kcal_mol": 9.0, "species": ["Ca", "C", "N", "C", "C", "N", "C", "C", "C", "C", "C", "C", "N", "C", "N", "C", "C", "C", "C", "C", "C", "N", "H", "H", "H", "H", "H", "H", "H", "H", "H", "H", "H", "H", "H", "H", "H", "Br", "C", "C", "C", "C", "C", "C", "C", "C", "C", "C", "H", "H", "H", "H", "H", "H", "C", "C", "C", "C", "N", "C", "N", "N", "N", "H", "H", "H", "H", "H", "H", "H", "H", "H", "H", "Br"], "coordinates": [[-0.63, -0.16, -0.10], [2.25, 0.70, 1.03], [1.78, -0.62, 0.56], [1.79, -1.66, 1.59], [0.52, -1.59, 2.39], [-0.34, -0.60, 2.32], [-1.37, -0.95, 3.21], [-2.54, -0.27, 3.52], [-3.41, -0.86, 4.42], [-3.12, -2.11, 5.00], [-1.95, -2.79, 4.71], [-1.09, -2.18, 3.80], [0.14, -2.56, 3.26], [1.56, 1.82, 0.30], [0.39, 2.31, 0.65], [0.13, 3.32, -0.29], [-0.93, 4.22, -0.38], [-0.93, 5.12, -1.43], [0.10, 5.14, -2.38], [1.18, 4.27, -2.30], [1.17, 3.38, -1.23], [2.07, 2.42, -0.81], [3.33, 0.81, 0.95], [1.98, 0.81, 2.07], [2.31, -0.94, -0.25], [2.66, -1.60, 2.25], [1.82, -2.62, 1.08], [-2.77, 0.68, 3.06], [-4.34, -0.37, 4.67], [-3.82, -2.54, 5.70], [-1.73, -3.75, 5.15], [0.60, -3.44, 3.40], [-1.73, 4.19, 0.35], [-1.75, 5.82, -1.53], [0.06, 5.85, -3.20], [1.98, 4.29, -3.03], [2.90, 2.14, -1.29], [-3.01, 1.57, -1.16], [-2.51, 1.43, -3.00], [-3.42, 1.95, -3.87], [-3.13, 1.92, -5.26], [-1.96, 1.39, -5.69], [-1.01, 0.86, -4.78], [0.23, 0.36, -5.25], [1.16, -0.11, -4.36], [0.85, -0.14, -2.98], [-0.33, 0.31, -2.42], [-1.27, 0.84, -3.37], [-4.34, 2.38, -3.51], [-3.85, 2.33, -5.96], [-1.71, 1.38, -6.75], [0.44, 0.38, -6.32], [2.12, -0.46, -4.71], [1.64, -0.52, -2.33], [-1.41, -3.51, -4.67], [-0.34, -4.57, -4.92], [0.84, -3.99, -5.69], [0.13, -5.26, -3.64], [0.61, -4.31, -2.62], [-0.09, -3.62, -1.73], [0.73, -2.88, -1.04], [1.97, -3.12, -1.55], [1.91, -3.97, -2.52], [-1.82, -3.15, -5.62], [-1.00, -2.64, -4.15], [-2.25, -3.90, -4.08], [-0.78, -5.38, -5.52], [1.34, -3.22, -5.10], [0.51, -3.53, -6.62], [1.58, -4.76, -5.93], [0.95, -5.94, -3.84], [-0.69, -5.83, -3.18], [-1.17, -3.66, -1.58], [-2.45, -2.19, 0.01]]}



[3]
{"formula": "C15H35FO4S", "method": "ωB97M-V with the def2-TZVPD basis set", "total_charge": 0, "homo_ev": -10.346, "homo_lumo_gap_ev": 10.6, "species": ["O", "S", "O", "O", "O", "C", "C", "C", "F", "H", "H", "H", "H", "H", "H", "H", "C", "C", "C", "C", "C", "C", "H", "H", "H", "H", "H", "H", "H", "H", "H", "H", "H", "H", "H", "H", "C", "C", "C", "C", "C", "C", "H", "H", "H", "H", "H", "H", "H", "H", "H", "H", "H", "H", "H", "H"], "coordinates": [[-3.57, -2.11, 0.08], [-3.46, -0.66, -0.50], [-1.90, -0.13, -0.04], [-1.25, 0.39, -1.06], [-4.59, 0.28, 0.37], [-5.52, 1.01, -0.51], [-7.03, 0.45, -0.17], [-7.74, -0.38, -1.39], [-6.93, -1.52, -1.92], [-1.16, -0.30, -1.80], [-5.24, 1.00, -1.65], [-5.51, 2.14, -0.15], [-6.95, -0.25, 0.78], [-7.72, 1.38, 0.06], [-8.76, -0.81, -0.96], [-8.07, 0.38, -2.25], [0.07, 2.90, 0.34], [1.39, 3.08, 1.07], [2.21, 4.27, 0.55], [2.65, 4.17, -0.92], [3.48, 2.94, -1.27], [4.80, 2.88, -0.52], [0.22, 2.69, -0.73], [-0.48, 2.06, 0.77], [-0.55, 3.80, 0.43], [1.98, 2.16, 1.01], [1.18, 3.24, 2.13], [3.09, 4.40, 1.19], [1.62, 5.19, 0.67], [3.22, 5.07, -1.17], [1.76, 4.19, -1.57], [3.69, 2.95, -2.34], [2.91, 2.02, -1.08], [5.41, 3.76, -0.74], [5.37, 1.99, -0.83], [4.66, 2.82, 0.56], [4.25, -3.59, 0.38], [3.13, -4.10, 1.27], [1.89, -4.53, 0.48], [1.20, -3.42, -0.31], [0.75, -2.21, 0.51], [-0.30, -2.56, 1.56], [3.95, -2.69, -0.17], [5.12, -3.32, 0.99], [4.56, -4.35, -0.34], [2.87, -3.34, 2.01], [3.50, -4.97, 1.83], [1.17, -4.98, 1.18], [2.17, -5.33, -0.21], [0.33, -3.84, -0.83], [1.87, -3.07, -1.11], [0.32, -1.46, -0.17], [1.61, -1.73, 0.99], [-1.19, -3.00, 1.09], [-0.60, -1.66, 2.10], [0.09, -3.27, 2.30]]}



[4]
{"formula": "C27H58Br2N7O7P4S2", "method": "ωB97M-V with the def2-TZVPD basis set", "total_charge": 1, "homo_ev": -8.872, "homo_lumo_gap_ev": 3.3, "species": ["C", "C", "C", "Br", "O", "C", "O", "C", "C", "C", "P", "S", "N", "P", "O", "O", "S", "C", "C", "C", "C", "C", "C", "C", "C", "O", "Br", "H", "H", "H", "H", "H", "H", "H", "H", "H", "H", "H", "H", "H", "H", "H", "H", "H", "H", "H", "H", "H", "H", "O", "P", "N", "C", "C", "N", "C", "C", "N", "C", "C", "H", "H", "H", "H", "H", "H", "H", "H", "H", "H", "H", "H", "H", "H", "H", "H", "H", "H", "O", "P", "N", "C", "C", "N", "C", "C", "N", "C", "C", "H", "H", "H", "H", "H", "H", "H", "H", "H", "H", "H", "H", "H", "H", "H", "H", "H", "H"], "coordinates": [[-4.97, -3.75, -2.32], [-5.77, -2.69, -3.21], [-5.34, -1.25, -2.68], [-6.99, -0.12, -2.74], [-4.33, -0.65, -3.52], [-3.79, 0.51, -2.94], [-4.24, 1.58, -3.20], [-2.61, 0.34, -1.94], [-1.26, 0.00, -2.43], [-0.16, -0.18, -1.50], [1.43, -0.59, -2.45], [1.15, -2.30, -3.37], [-0.30, -0.03, -0.08], [1.17, -0.38, 0.80], [2.31, 0.75, 0.34], [1.61, -1.94, 0.31], [1.24, -0.55, 2.69], [-1.57, 0.37, 0.45], [-1.70, 0.64, 1.98], [-2.05, -0.62, 2.86], [-2.71, 1.81, 2.41], [-2.17, 2.48, 3.76], [-2.74, 0.53, -0.46], [-4.19, 0.87, -0.01], [-4.47, 2.44, -0.16], [-3.60, 3.08, -0.66], [-6.13, 3.27, 0.47], [-5.53, -4.05, -1.39], [-4.69, -4.67, -2.89], [-4.00, -3.28, -1.97], [-6.85, -2.80, -2.89], [-5.62, -2.82, -4.31], [-4.97, -1.41, -1.63], [-1.16, -0.12, -3.54], [1.58, 0.38, -3.49], [2.58, -0.76, -1.64], [1.88, 1.32, -0.33], [0.83, -2.50, 0.50], [-0.73, 1.16, 2.27], [-1.69, -0.46, 3.92], [-3.17, -0.70, 2.93], [-1.58, -1.56, 2.49], [-3.73, 1.41, 2.66], [-2.70, 2.63, 1.65], [-1.06, 2.54, 3.80], [-2.60, 3.52, 3.89], [-2.55, 1.88, 4.64], [-4.43, 0.50, 1.02], [-4.97, 0.38, -0.67], [2.82, 3.64, -5.23], [2.19, 4.23, -6.50], [0.76, 4.67, -5.68], [-0.63, 4.28, -5.83], [0.88, 5.79, -4.75], [2.19, 2.72, -7.35], [1.07, 1.79, -7.40], [3.42, 1.94, -7.18], [1.59, 4.99, -7.98], [2.14, 6.34, -8.17], [0.33, 4.88, -8.67], [-1.23, 5.09, -6.26], [-1.07, 4.03, -4.86], [-0.77, 3.40, -6.46], [0.73, 6.74, -5.26], [1.87, 5.81, -4.28], [0.15, 5.72, -3.93], [0.52, 1.74, -6.45], [1.40, 0.76, -7.61], [0.39, 2.02, -8.21], [3.42, 1.36, -6.25], [4.30, 2.59, -7.16], [3.57, 1.26, -8.02], [1.56, 7.09, -7.62], [2.14, 6.62, -9.23], [3.17, 6.39, -7.82], [-0.37, 5.67, -8.38], [-0.18, 3.93, -8.53], [0.50, 4.96, -9.75], [1.66, -1.94, 6.86], [2.65, -2.96, 7.44], [2.92, -3.72, 5.92], [2.69, -5.06, 5.45], [3.67, -2.94, 4.95], [1.48, -3.68, 8.50], [0.69, -4.86, 8.19], [0.61, -2.70, 9.16], [3.88, -3.98, 8.21], [5.16, -3.30, 8.34], [4.07, -5.41, 8.20], [3.64, -5.60, 5.31], [2.18, -5.04, 4.48], [2.06, -5.66, 6.10], [4.75, -3.10, 5.08], [3.48, -1.87, 5.06], [3.41, -3.20, 3.92], [0.39, -4.91, 7.14], [-0.23, -4.90, 8.77], [1.21, -5.78, 8.47], [-0.23, -2.40, 8.53], [1.16, -1.80, 9.43], [0.21, -3.12, 10.09], [5.76, -3.38, 7.42], [5.75, -3.70, 9.17], [5.02, -2.23, 8.55], [4.80, -5.71, 7.43], [3.17, -5.99, 8.04], [4.46, -5.73, 9.17]]}



[5]
{"formula": "C6H16O2", "method": "ωB97M-V with the def2-TZVPD basis set", "total_charge": 0, "homo_ev": -10.193, "homo_lumo_gap_ev": 10.7, "smiles": "CCCCCCO.O", "e_above_lowest_kcal_mol": 55.9, "species": ["C", "C", "C", "C", "C", "C", "O", "H", "H", "H", "H", "H", "H", "H", "H", "H", "H", "H", "H", "H", "H", "O", "H", "H"], "coordinates": [[-1.46, 0.46, -2.40], [-0.04, 0.05, -1.75], [-0.09, 0.11, -0.20], [0.07, -1.23, 0.51], [-0.57, -1.58, 1.79], [0.49, -1.30, 2.87], [0.25, -1.87, 4.16], [-1.51, -0.10, -3.27], [-2.34, 0.23, -1.88], [-1.44, 1.65, -2.52], [0.84, 0.67, -2.17], [0.09, -1.11, -2.06], [0.76, 0.79, 0.33], [-0.99, 0.66, 0.04], [-0.23, -1.96, -0.16], [1.17, -1.37, 0.64], [-1.40, -0.95, 2.18], [-1.01, -2.61, 1.94], [0.73, -0.24, 2.85], [1.43, -1.69, 2.51], [-0.31, -1.17, 4.61], [2.20, 4.29, -2.93], [1.18, 4.53, -2.94], [2.17, 3.74, -2.14]]}



[6]
{"formula": "C12H13OPtS", "method": "ωB97M-V with the def2-TZVPD basis set", "total_charge": 1, "homo_ev": -11.239, "homo_lumo_gap_ev": 7.2, "e_above_lowest_kcal_mol": 1.1, "species": ["Pt", "C", "C", "C", "C", "C", "H", "H", "H", "H", "H", "C", "S", "O", "C", "C", "C", "C", "C", "C", "H", "H", "H", "H", "H", "H", "H", "H"], "coordinates": [[-0.26, 0.75, -0.72], [-1.05, 1.44, -2.74], [-0.98, 0.05, -2.74], [0.42, -0.31, -2.49], [1.22, 0.87, -2.53], [0.30, 1.94, -2.49], [-1.93, 2.05, -2.84], [-1.78, -0.66, -2.85], [0.77, -1.33, -2.41], [2.29, 0.93, -2.42], [0.54, 2.98, -2.36], [0.06, 1.60, 3.40], [0.75, 1.48, 1.75], [-0.30, 2.19, 0.88], [0.39, -0.20, 1.23], [-0.97, -0.52, 1.03], [-1.26, -1.86, 0.63], [-0.26, -2.78, 0.50], [1.08, -2.44, 0.78], [1.42, -1.17, 1.14], [-0.97, 1.27, 3.39], [0.13, 2.65, 3.69], [0.67, 0.99, 4.07], [-1.77, 0.12, 1.39], [-2.30, -2.14, 0.47], [-0.50, -3.79, 0.21], [1.85, -3.20, 0.70], [2.45, -0.89, 1.35]]}